1.
Entry from the Open Molecules 2025 dataset: an isolated ion of composition C4H12N3 and charge +1 in a non-equilibrium geometry (the ωB97M-V functional and the def2-TZVPD basis).

Calculated values
- Expectation value of S²: 2.007
- LUMO level (alpha / beta): -2.846 / -4.897 eV
- Kohn-Sham gap (alpha / beta): 0.3003 / 0.3243 Ha
- Net charge: +1
- 2S+1: 3
- ΔE to the lowest compared entry with this formula, charge and spin: 41.3 kcal/mol
- Highest occupied orbital energy (alpha / beta): -11.02 / -13.72 eV
- Electronic energy: -8800.8364 eV

Each line ends with the Löwdin spin population.
Element x y z (Å)
1 C 1.0477 0.6594 -0.8073  0.076
2 C 0.4930 0.9010 0.6180  0.040
3 C -1.2267 0.1257 2.1365  0.743
4 C -0.5360 -1.5395 0.5168  0.010
5 N 0.1012 0.1797 -1.6768  0.508
6 N 0.1672 0.3792 -2.9479  0.333
7 N -0.1284 -0.3550 1.3214  0.103
8 H 1.6513 1.5078 -1.1003  0.008
9 H 1.8861 -0.1164 -0.6137  0.038
10 H 1.3774 1.3332 1.1827  0.002
11 H -0.4516 1.6092 0.4960  0.007
12 H -1.8947 -0.5877 2.3245  0.050
13 H -1.0644 1.0510 2.6596  0.036
14 H -1.1188 -1.2041 -0.3378  0.001
15 H 0.0793 -2.1798 0.0351  0.000
16 H -1.0318 -2.2457 1.2021  0.000
17 H -0.7283 0.2535 -3.4248  0.009
18 H 0.7883 0.8876 -3.5533  0.014
19 H 0.5894 -0.6591 1.9692  0.023

=====

2.
Entry from the Open Molecules 2025 dataset: one molecule with the formula CH5O2P in a non-equilibrium geometry (the ωB97M-V functional and the def2-TZVPD basis).

Calculated values
- Structure (SMILES): CO[PH2]=O
- LUMO level: 0.343 eV
- Kohn-Sham gap: 0.3827 Ha
- Net charge: 0
- 2S+1: 1
- ΔE to the lowest compared entry with this formula, charge and spin: 38.4 kcal/mol
- Highest occupied orbital energy: -10.07 eV
- Electronic energy: -14500.0699 eV

Each line ends with the Löwdin charge.
Element x y z (Å)
1 C 1.1893 0.6043 -0.5504  -0.038
2 O -0.3388 0.7767 -0.4373  -0.365
3 P -1.1303 -0.4103 0.2899  0.619
4 O -0.0511 -1.1255 1.1318  -0.477
5 H 1.8169 0.9352 -1.3805  0.094
6 H 1.4406 -0.3673 -0.1991  0.042
7 H 1.3929 1.0757 0.3874  0.074
8 H -2.2050 -1.5147 -0.4164  0.061
9 H -2.1145 0.0260 1.1747  -0.009

=====

3.
Entry from the Open Molecules 2025 dataset: C29H32FN6NiO10S3 as an isolated structure (the ωB97M-V functional and the def2-TZVPD basis).

Calculated values
- LUMO level (alpha / beta): -3.314 / -3.315 eV
- Kohn-Sham gap (alpha / beta): 0.2464 / 0.2464 Ha
- Net charge: +1
- 2S+1: 1
- Highest occupied orbital energy (alpha / beta): -10.02 / -10.02 eV
- Electronic energy: -136259.7632 eV

Each line ends with the Löwdin charge.
Element x y z (Å)
1 Ni -1.9403 1.0130 -1.9914  0.423
2 C -6.6338 -0.6172 -0.5373  -0.550
3 C -6.2052 -1.5809 -1.6373  -0.524
4 S -4.4415 -1.4585 -2.0540  0.899
5 C -4.4854 -0.9362 -3.7797  -0.514
6 C -4.8586 0.5202 -4.0021  -0.447
7 S -3.7394 1.7814 -3.2914  0.989
8 C -4.8093 2.6423 -2.1062  -0.493
9 C -5.2332 1.8618 -0.8650  -0.513
10 S -6.8775 1.0976 -1.0631  0.882
11 H -5.9297 -0.6351 0.2958  0.075
12 H -7.6025 -0.9244 -0.1390  0.069
13 H -6.7938 -1.4078 -2.5387  0.076
14 H -6.3976 -2.6059 -1.3155  0.070
15 H -5.1893 -1.5618 -4.3315  0.089
16 H -3.4896 -1.1494 -4.1573  0.058
17 H -5.8350 0.7358 -3.5697  0.043
18 H -4.9033 0.7330 -5.0705  0.083
19 H -5.6737 2.9898 -2.6741  0.080
20 H -4.2331 3.5218 -1.8269  0.050
21 H -5.2827 2.5523 -0.0230  0.076
22 H -4.5145 1.0793 -0.6243  0.043
23 F 0.1265 0.1074 4.3271  0.061
24 C 0.5323 -0.4831 3.1779  -0.185
25 C -0.2749 -0.4028 2.0810  0.099
26 C 0.0889 -1.0367 0.8931  -0.039
27 C -0.7371 -0.8564 -0.3013  -0.292
28 O -1.7505 -0.1321 -0.2517  -0.005
29 C -0.2751 -1.5254 -1.4743  -0.026
30 C 0.8815 -2.2363 -1.4277  0.054
31 N 1.6560 -2.3821 -0.3318  0.017
32 C 2.9539 -3.0029 -0.4592  -0.264
33 C 3.2163 -4.2970 0.2574  -0.096
34 C 3.0614 -4.2747 -1.2354  -0.072
35 C 1.2887 -1.7551 0.8455  -0.118
36 C 2.1206 -1.7891 1.9699  0.064
37 C 1.7607 -1.1608 3.1480  -0.134
38 N 2.6611 -1.1961 4.2426  -0.098
39 C 3.2172 -2.4736 4.6545  -0.127
40 C 4.7177 -2.2736 4.8889  -0.067
41 N 4.9181 -0.8370 5.3147  0.057
42 C 3.8029 -0.3974 6.2194  -0.075
43 C 2.5282 -0.2844 5.3712  -0.132
44 C -0.9243 -1.4345 -2.8285  -0.547
45 O -0.6904 -2.2912 -3.6577  0.085
46 O -1.6804 -0.4042 -3.0829  -0.129
47 H -1.2045 0.1490 2.1228  0.146
48 H 1.2351 -2.7156 -2.3297  0.152
49 H 3.7613 -2.2846 -0.5469  0.156
50 H 2.3993 -4.7202 0.8265  0.113
51 H 4.2031 -4.4523 0.6729  0.102
52 H 2.1511 -4.6968 -1.6373  0.115
53 H 3.9353 -4.4032 -1.8562  0.113
54 H 3.0804 -2.2791 1.8974  0.110
55 H 3.0681 -3.2286 3.8887  0.128
56 H 2.7283 -2.8430 5.5644  0.138
57 H 5.3006 -2.4120 3.9805  0.136
58 H 5.1148 -2.9104 5.6771  0.138
59 H 4.8890 -0.2586 4.4730  0.185
60 H 5.8288 -0.7112 5.7532  0.185
61 H 4.0733 0.5498 6.6788  0.139
62 H 3.7296 -1.1556 6.9964  0.136
63 H 2.4243 0.7318 4.9936  0.138
64 H 1.6686 -0.4913 6.0144  0.135
65 O 1.8486 7.1407 -3.0131  0.090
66 N 2.5446 6.1514 -2.9104  -0.358
67 O 3.7452 6.1147 -3.0935  0.087
68 C 1.8859 4.8983 -2.5368  -0.125
69 C 0.5393 4.8958 -2.2866  0.102
70 C -0.0751 3.7011 -1.9263  -0.041
71 C 0.6243 2.4415 -1.8603  -0.239
72 O 0.0754 1.3354 -1.7035  0.011
73 C 2.0539 2.5786 -2.0269  -0.036
74 C 2.6577 3.7427 -2.3979  0.098
75 N 2.9232 1.4171 -1.8024  -0.332
76 O 2.5435 0.5580 -1.0256  0.085
77 O 3.9541 1.3527 -2.4414  0.093
78 N -1.4547 3.7791 -1.5611  -0.268
79 O -2.0415 2.7750 -1.0742  -0.043
80 O -2.0341 4.8323 -1.6244  0.135
81 H -0.0309 5.8101 -2.3550  0.140
82 H 3.7239 3.7758 -2.5688  0.139